# 1
{
  "formula": "C17H24N2O4",
  "method": "ωB97M-V/def2-TZVPD",
  "elements": ["C", "O", "C", "C", "C", "C", "C", "C", "O", "C", "C", "N", "C", "O", "C", "C", "C", "N", "C", "C", "O", "C", "C", "H", "H", "H", "H", "H", "H", "H", "H", "H", "H", "H", "H", "H", "H", "H", "H", "H", "H", "H", "H", "H", "H", "H", "H"],
  "positions_angstrom": [[-2.188, -0.586, -3.042], [-2.474, -0.063, -1.767], [-2.572, -0.935, -0.714], [-2.286, -2.291, -0.776], [-2.346, -3.070, 0.369], [-2.693, -2.507, 1.581], [-3.002, -1.158, 1.651], [-2.954, -0.366, 0.515], [-3.308, 0.960, 0.524], [-2.640, 1.809, 1.444], [-1.789, 2.813, 0.652], [-0.895, 2.116, -0.241], [0.434, 2.034, -0.023], [0.993, 2.661, 0.855], [1.144, 1.095, -0.999], [2.626, 1.447, -1.167], [3.433, 1.109, 0.091], [3.245, -0.278, 0.445], [4.142, -1.283, 0.319], [5.557, -0.892, -0.058], [3.836, -2.444, 0.526], [1.862, -0.589, 0.735], [1.006, -0.356, -0.509], [-2.938, -1.318, -3.352], [-2.215, 0.265, -3.722], [-1.194, -1.045, -3.075], [-1.996, -2.748, -1.708], [-2.111, -4.121, 0.305], [-2.734, -3.112, 2.473], [-3.296, -0.713, 2.590], [-2.000, 1.227, 2.115], [-3.392, 2.343, 2.034], [-2.447, 3.459, 0.065], [-1.183, 3.414, 1.331], [-1.347, 1.516, -0.919], [0.645, 1.191, -1.970], [2.728, 2.512, -1.378], [3.026, 0.885, -2.015], [4.485, 1.330, -0.072], [3.067, 1.729, 0.915], [5.584, -0.434, -1.045], [6.160, -1.796, -0.073], [5.974, -0.201, 0.671], [1.809, -1.634, 1.045], [1.521, 0.054, 1.552], [-0.035, -0.590, -0.281], [1.346, -1.033, -1.297]],
  "forces_ev_per_angstrom": [[0.1, -0.1, -0.3], [-0.1, 0.0, 0.5], [-0.1, 0.2, 0.2], [0.0, 0.2, -0.2], [0.0, -0.1, 0.1], [0.0, -0.1, 0.0], [0.0, 0.2, -0.2], [0.0, 0.0, -0.2], [0.0, -0.4, -0.2], [0.4, 0.6, 0.1], [-0.2, -0.2, 0.3], [-0.5, 0.0, 0.0], [0.0, -0.2, -0.7], [0.3, 0.2, 0.4], [0.2, 0.0, 0.0], [-0.1, 0.1, 0.2], [0.2, 0.4, -0.2], [-0.3, 0.1, 0.2], [0.3, 0.1, 0.0], [-0.1, -0.3, 0.0], [0.1, -0.4, 0.0], [-0.3, -0.4, 0.0], [0.0, 0.1, 0.2], [0.0, 0.0, 0.0], [0.0, -0.1, 0.0], [0.0, 0.0, 0.0], [0.0, 0.0, -0.1], [0.0, -0.1, 0.0], [0.0, -0.1, 0.1], [0.0, 0.1, 0.1], [-0.1, 0.0, -0.1], [0.1, -0.1, 0.0], [0.0, 0.0, 0.1], [-0.1, 0.0, -0.1], [0.2, 0.0, -0.1], [0.0, 0.0, 0.1], [0.0, 0.0, -0.1], [0.0, 0.0, 0.0], [0.0, 0.0, 0.0], [0.2, -0.1, -0.1], [0.0, 0.1, -0.1], [0.0, 0.0, 0.0], [0.1, 0.1, 0.0], [0.0, 0.2, 0.0], [0.0, 0.0, 0.0], [0.0, 0.0, 0.0], [0.0, 0.0, 0.0]],
  "lowdin_charge": [-0.074, -0.105, -0.224, -0.026, -0.084, -0.085, -0.009, -0.214, -0.040, -0.158, -0.130, 0.089, -0.458, 0.062, -0.223, -0.111, -0.145, -0.060, -0.506, 0.000, 0.037, -0.122, -0.105, 0.100, 0.098, 0.093, 0.107, 0.105, 0.103, 0.121, 0.127, 0.128, 0.126, 0.123, 0.116, 0.141, 0.122, 0.120, 0.111, 0.119, 0.080, 0.082, 0.083, 0.123, 0.133, 0.100, 0.129],
  "smiles": "COc1ccccc1OCCNC(=O)C1CCN(C(C)=O)CC1",
  "gap_ev": 9.28,
  "de_lowest_kj_mol": 107.96,
  "energy_ha": -1072.68960,
  "spin_multiplicity": 1,
  "homo_energy_ev": -8.7
}


# 2
{
  "formula": "C4H10O2",
  "method": "ωB97M-V/def2-TZVPD",
  "elements": ["C", "C", "C", "C", "O", "H", "H", "H", "H", "H", "H", "H", "H", "O", "H", "H"],
  "positions_angstrom": [[1.201, 0.161, -1.154], [0.069, -0.071, -0.482], [-0.676, -1.371, -0.562], [-0.654, 1.093, 0.146], [-1.297, 0.794, 1.373], [1.688, -0.631, -1.716], [1.660, 1.148, -1.159], [-1.391, -1.227, -1.380], [-0.007, -2.198, -0.822], [-1.228, -1.633, 0.346], [0.040, 1.937, 0.274], [-1.389, 1.363, -0.623], [-1.880, 1.540, 1.572], [1.262, -0.690, 1.536], [1.672, -0.336, 0.728], [0.917, 0.096, 1.976]],
  "forces_ev_per_angstrom": [[-0.2, 0.1, -0.3], [-0.1, 0.2, -0.6], [0.0, 0.0, -0.1], [0.1, 0.2, -0.5], [-0.1, 0.1, 0.0], [-0.1, 0.1, 0.0], [0.0, -0.2, 0.0], [-0.1, -0.3, 0.1], [-0.1, 0.2, 0.0], [0.2, 0.2, -0.2], [-0.1, -0.1, -0.1], [-0.2, 0.3, 0.2], [0.2, -0.3, 0.0], [0.7, 0.0, 0.7], [-0.1, -0.3, 0.6], [-0.1, -0.1, 0.2]],
  "lowdin_charge": [0.000, -0.411, -0.047, -0.239, -0.061, 0.076, 0.072, 0.090, 0.088, 0.086, 0.125, 0.131, 0.097, -0.056, 0.010, 0.039],
  "smiles": "C=C(C)CO.O",
  "gap_ev": 9.82,
  "de_lowest_kj_mol": 166.44,
  "energy_ha": -308.83477,
  "spin_multiplicity": 1,
  "homo_energy_ev": -9.2
}


# 3
{
  "formula": "C22H21N3O4",
  "method": "ωB97M-V/def2-TZVPD",
  "elements": ["C", "O", "C", "C", "C", "O", "C", "C", "C", "C", "O", "N", "C", "C", "C", "C", "C", "C", "C", "O", "N", "C", "C", "C", "C", "C", "N", "C", "C", "H", "H", "H", "H", "H", "H", "H", "H", "H", "H", "H", "H", "H", "H", "H", "H", "H", "H", "H", "H", "H"],
  "positions_angstrom": [[-3.547, -3.328, 2.446], [-2.705, -2.235, 2.173], [-3.052, -1.379, 1.175], [-4.180, -1.515, 0.382], [-4.456, -0.573, -0.612], [-5.591, -0.799, -1.326], [-5.943, 0.125, -2.330], [-3.595, 0.494, -0.808], [-2.452, 0.623, -0.017], [-1.601, 1.819, -0.299], [-2.030, 2.769, -0.927], [-0.329, 1.725, 0.182], [0.697, 2.652, 0.135], [0.505, 3.950, -0.344], [1.539, 4.863, -0.336], [2.786, 4.508, 0.155], [2.998, 3.221, 0.607], [1.979, 2.270, 0.589], [2.230, 0.883, 1.054], [1.353, 0.156, 1.513], [3.505, 0.449, 0.943], [3.892, -0.900, 1.306], [3.987, -1.782, 0.090], [2.836, -2.192, -0.576], [2.959, -2.970, -1.714], [4.235, -3.308, -2.145], [5.334, -2.924, -1.521], [5.210, -2.180, -0.436], [-2.180, -0.305, 0.974], [-3.082, -3.856, 3.278], [-3.623, -4.002, 1.587], [-4.548, -3.000, 2.741], [-4.876, -2.328, 0.501], [-5.182, 0.171, -3.115], [-6.877, -0.241, -2.752], [-6.097, 1.126, -1.916], [-3.772, 1.250, -1.555], [-0.068, 0.872, 0.678], [-0.469, 4.227, -0.708], [1.367, 5.864, -0.701], [3.588, 5.230, 0.186], [3.965, 2.964, 1.016], [4.173, 0.997, 0.425], [3.116, -1.273, 1.980], [4.851, -0.866, 1.832], [1.865, -1.904, -0.199], [2.088, -3.308, -2.253], [4.387, -3.913, -3.028], [6.140, -1.894, 0.041], [-1.329, -0.238, 1.633]],
  "forces_ev_per_angstrom": [[-0.1, -0.2, 0.0], [0.2, 0.3, -0.1], [-0.1, 0.1, -0.2], [0.0, -0.1, 0.1], [0.2, 0.1, 0.1], [0.2, -0.2, 0.3], [-0.1, 0.2, -0.2], [-0.2, 0.1, -0.2], [-0.4, -0.5, 0.2], [0.2, 0.2, -0.1], [0.0, 0.0, 0.0], [0.0, -0.6, 0.3], [0.3, 0.3, 0.0], [-0.2, 0.1, -0.1], [0.2, -0.1, 0.1], [0.1, 0.1, 0.0], [-0.1, 0.0, 0.0], [-0.2, 0.3, -0.1], [0.3, 0.1, 0.0], [-0.2, -0.2, 0.1], [0.3, 0.1, 0.1], [-0.1, -0.1, 0.0], [0.0, -0.1, 0.0], [0.1, -0.1, -0.1], [0.0, 0.1, 0.1], [-0.2, -0.1, -0.1], [0.5, -0.2, -0.3], [-0.2, 0.2, 0.3], [0.0, 0.1, -0.1], [-0.1, 0.0, -0.1], [0.0, 0.0, 0.0], [0.0, 0.0, 0.0], [-0.1, -0.1, 0.1], [0.0, 0.0, 0.0], [0.1, 0.1, 0.0], [0.0, 0.0, 0.0], [-0.1, 0.0, -0.1], [-0.1, 0.2, -0.1], [0.0, 0.0, 0.0], [0.0, 0.1, 0.0], [0.1, 0.1, 0.0], [0.1, 0.0, 0.0], [-0.2, 0.0, 0.0], [0.2, 0.0, 0.0], [-0.1, 0.0, 0.0], [-0.1, 0.0, 0.0], [-0.1, 0.0, -0.1], [-0.1, -0.1, -0.1], [0.0, 0.1, 0.1], [0.1, 0.0, 0.1]],
  "lowdin_charge": [-0.087, -0.076, -0.259, 0.063, -0.258, -0.078, -0.084, 0.033, -0.113, -0.392, 0.074, 0.154, -0.141, 0.005, -0.066, -0.086, -0.041, -0.067, -0.410, 0.038, 0.083, -0.124, -0.191, -0.015, -0.053, -0.154, 0.058, -0.114, 0.053, 0.093, 0.096, 0.097, 0.116, 0.097, 0.092, 0.098, 0.109, 0.090, 0.101, 0.107, 0.101, 0.109, 0.138, 0.129, 0.124, 0.115, 0.102, 0.103, 0.111, 0.118],
  "smiles": "COc1cc(OC)cc(C(=O)Nc2ccccc2C(=O)NCc2cccnc2)c1",
  "gap_ev": 8.73,
  "de_lowest_kj_mol": 0.00,
  "energy_ha": -1316.20888,
  "spin_multiplicity": 1,
  "homo_energy_ev": -8.4
}


# 4
{
  "formula": "C15H13NO3S",
  "method": "ωB97M-V/def2-TZVPD",
  "elements": ["O", "C", "C", "C", "C", "C", "C", "C", "S", "C", "C", "C", "C", "C", "C", "N", "O", "C", "C", "O", "H", "H", "H", "H", "H", "H", "H", "H", "H", "H", "H", "H", "H"],
  "positions_angstrom": [[-1.933, -4.302, 0.105], [-1.458, -3.190, 0.063], [-2.245, -1.941, -0.272], [-1.775, -0.720, 0.533], [-2.534, 0.493, 0.102], [-2.486, 1.140, -1.095], [-3.369, 2.240, -1.166], [-4.079, 2.413, -0.024], [-3.683, 1.237, 1.164], [-0.280, -0.565, 0.374], [0.357, 0.660, 0.409], [1.739, 0.755, 0.305], [2.501, -0.406, 0.150], [1.869, -1.642, 0.142], [0.490, -1.726, 0.257], [-0.132, -2.971, 0.272], [3.863, -0.373, 0.005], [4.361, 0.913, -0.292], [3.703, 1.955, 0.612], [2.314, 2.000, 0.372], [-2.105, -1.746, -1.340], [-3.304, -2.137, -0.101], [-1.988, -0.903, 1.595], [-1.832, 0.848, -1.897], [-3.467, 2.871, -2.032], [-4.815, 3.159, 0.200], [-0.205, 1.572, 0.526], [2.475, -2.529, 0.040], [0.451, -3.789, 0.400], [4.150, 1.162, -1.341], [5.439, 0.873, -0.133], [3.894, 1.694, 1.662], [4.085, 2.956, 0.407]],
  "forces_ev_per_angstrom": [[-0.2, -0.2, 0.0], [-0.3, 0.1, -0.1], [-0.1, -0.1, 0.2], [0.0, -0.1, -0.1], [-0.3, 0.2, 0.3], [0.0, -0.2, 0.2], [-0.1, 0.1, 0.0], [-0.1, -0.1, 0.4], [0.3, 0.0, -0.6], [0.1, -0.1, 0.1], [0.4, -0.1, -0.1], [0.0, -0.1, 0.1], [-0.1, 0.1, 0.0], [-0.1, 0.2, 0.0], [0.3, 0.6, 0.0], [0.4, -0.4, 0.2], [-0.3, -0.3, 0.1], [0.0, 0.6, 0.0], [0.5, -0.3, -0.1], [-0.3, 0.0, -0.1], [0.0, 0.0, 0.0], [0.1, -0.1, 0.0], [0.0, -0.1, -0.1], [0.2, -0.1, -0.1], [0.0, 0.1, -0.1], [-0.1, 0.2, 0.0], [-0.1, 0.1, 0.0], [0.1, -0.1, -0.1], [-0.2, 0.0, 0.0], [0.1, 0.0, 0.1], [-0.1, 0.1, 0.0], [0.0, 0.1, -0.1], [0.0, -0.1, 0.0]],
  "lowdin_charge": [0.073, -0.468, -0.037, -0.270, -0.531, -0.134, -0.183, -0.416, 1.045, -0.120, 0.070, -0.191, -0.198, 0.072, -0.184, 0.149, -0.023, -0.148, -0.151, -0.026, 0.141, 0.135, 0.150, 0.121, 0.101, 0.058, 0.134, 0.128, 0.161, 0.139, 0.133, 0.139, 0.133],
  "smiles": "O=C1C[C@H](c2cccs2)c2cc3c(cc2N1)OCCO3",
  "gap_ev": 8.67,
  "de_lowest_kj_mol": 0.00,
  "energy_ha": -1258.08112,
  "spin_multiplicity": 1,
  "homo_energy_ev": -8.0
}